3 unconnected molecules or ions with the total composition C10H25ClNO2S2. Source: the Open Molecules 2025 dataset; level of theory: ωB97M-V with the def2-TZVPD basis set.

Geometry as XYZ:
```
41
Properties=species:S:1:pos:R:3:mulliken_charge:R:1
C -1.089 0.825 -0.005 -0.832
C -1.009 -0.703 0.034 -0.696
C 0.414 -1.283 0.117 -0.394
C 1.371 -0.559 1.058 -0.964
C 0.983 -0.629 2.530 -0.217
C 1.664 0.461 3.430 -0.974
N 1.989 1.725 2.845 -0.554
Cl 3.648 1.548 2.111 -0.374
H -2.019 1.206 0.417 0.252
H -1.035 1.218 -1.024 0.306
H -0.267 1.260 0.565 0.151
H -1.604 -1.064 0.878 0.366
H -1.484 -1.115 -0.862 0.362
H 0.845 -1.349 -0.885 0.189
H 0.324 -2.324 0.456 0.281
H 1.469 0.498 0.806 0.491
H 2.375 -0.974 0.928 0.387
H -0.106 -0.524 2.627 0.240
H 1.223 -1.635 2.905 0.306
H 2.515 -0.029 3.942 0.333
H 0.947 0.710 4.229 0.379
C 3.134 -4.673 -2.895 -0.943
S 1.572 -4.051 -3.536 0.392
O 1.052 -3.121 -2.511 -0.483
C 0.654 -5.589 -3.337 -0.946
H 3.821 -3.829 -2.884 0.313
H 2.970 -5.028 -1.878 0.295
H 3.516 -5.463 -3.541 0.376
H 0.687 -5.876 -2.287 0.299
H 1.078 -6.362 -3.977 0.371
H -0.372 -5.379 -3.634 0.301
C -3.732 5.918 -0.507 -0.969
S -2.516 4.594 -0.379 0.523
O -3.278 3.324 -0.360 -0.580
C -2.033 4.912 1.320 -0.889
H -4.181 5.838 -1.495 0.310
H -4.490 5.773 0.263 0.291
H -3.238 6.884 -0.399 0.360
H -2.918 4.835 1.952 0.291
H -1.568 5.895 1.396 0.352
H -1.313 4.138 1.584 0.298
```

Properties
- HOMO-LUMO gap (eV) = 4.04
- highest occupied orbital energy (eV) = -1.82
- net charge = -1

A molecular structure, C10H25LiNO10. Source: the Open Molecules 2025 dataset; level of theory: ωB97M-V with the def2-TZVPD basis set.

Geometry as XYZ:
```
47
Properties=species:S:1:pos:R:3:mulliken_charge:R:1
Li -0.856 1.802 3.889 -0.890
N -2.887 -0.320 1.507 -0.002
H -2.676 -1.270 1.778 0.301
H -2.148 0.300 1.808 0.099
H -3.714 0.026 1.973 0.455
H -3.046 -0.224 0.515 0.287
C 0.245 2.128 1.293 -0.930
O -0.906 1.516 1.880 0.043
H 1.158 1.766 1.765 0.294
H 0.350 1.869 0.239 0.137
H 0.185 3.216 1.325 0.460
C -4.484 -1.517 -3.337 -0.665
O -3.919 -0.184 -3.473 -0.327
C -3.355 0.390 -2.389 0.772
O -3.034 -0.137 -1.335 -0.670
O -3.170 1.663 -2.661 -0.322
C -2.277 2.447 -1.804 -0.569
H -3.711 -2.231 -3.625 0.283
H -5.367 -1.649 -3.962 0.256
H -4.747 -1.778 -2.312 0.306
H -1.232 2.299 -2.078 0.282
H -2.522 2.317 -0.750 0.240
H -2.577 3.486 -1.938 0.303
C 7.253 0.970 -3.072 -0.635
O 6.193 0.863 -2.167 -0.297
C 5.587 1.972 -1.876 0.773
O 5.608 2.974 -2.541 -0.540
O 4.807 1.808 -0.766 -0.296
C 4.144 2.882 -0.224 -0.549
H 7.917 0.108 -3.131 0.243
H 7.867 1.762 -2.645 0.301
H 6.920 1.254 -4.071 0.268
H 3.471 2.467 0.526 0.118
H 3.599 3.543 -0.899 0.304
H 4.825 3.537 0.319 0.313
C -2.490 -4.862 3.935 -0.648
O -1.244 -4.338 3.466 -0.309
C -1.223 -3.204 2.777 0.720
O -2.206 -2.447 2.609 -0.654
O 0.009 -3.050 2.283 -0.282
C 0.421 -2.008 1.417 -0.629
H -2.836 -4.300 4.802 0.290
H -2.390 -5.915 4.201 0.227
H -3.194 -4.752 3.111 0.307
H -0.056 -2.065 0.439 0.290
H 1.507 -2.095 1.380 0.272
H 0.200 -1.020 1.821 0.268
```

Properties
- HOMO-LUMO gap (spin up / spin down) (eV) = 3.28 / 8.28
- <S²> = 0.750
- highest occupied orbital energy (spin up / spin down) (eV) = -3.02 / -8.06
- multiplicity = 2

A molecular structure, C10H25N4O6SSi2. Source: the Open Molecules 2025 dataset; level of theory: ωB97M-V with the def2-TZVPD basis set.

Geometry as XYZ:
```
48
Properties=species:S:1:pos:R:3:mulliken_charge:R:1
C 0.987 -2.375 2.799 -0.743
N 0.026 -3.445 2.294 -0.058
C -0.715 -3.907 3.544 -0.719
C -0.956 -2.863 1.265 0.177
O -2.290 -3.006 1.432 -0.576
C -0.378 -2.072 -0.058 -0.099
Si -1.659 -0.967 -0.971 0.546
C -0.825 -0.371 -2.637 -0.554
C 0.819 -0.458 -2.465 -0.053
C 1.533 0.415 -3.683 -0.744
C 2.984 1.031 -3.214 -0.258
N 4.137 0.033 -3.390 -0.612
O -3.033 -1.990 -1.501 -0.350
C -4.165 -1.062 -1.831 0.338
N -5.032 -0.075 -1.855 -0.452
O -2.362 0.326 -0.023 -0.375
Si -1.301 0.918 1.239 0.488
S -2.629 1.688 2.819 -0.459
C -0.167 2.393 0.742 0.035
O 0.880 2.492 1.809 -0.163
N 2.054 2.004 1.368 0.136
O 2.401 1.013 2.004 -0.235
H 1.659 -2.866 3.651 0.371
H 0.443 -1.464 3.327 0.268
H 1.762 -2.020 1.966 0.192
H 0.078 -4.370 4.303 0.262
H -1.099 -2.913 4.072 0.276
H -1.590 -4.665 3.325 0.272
H 0.597 -1.430 0.190 0.055
H 0.000 -2.921 -0.807 0.458
H -1.220 0.693 -2.925 0.372
H -1.095 -1.198 -3.453 0.275
H 1.114 -1.608 -2.597 0.275
H 1.173 -0.009 -1.443 -0.154
H 0.799 1.326 -3.887 0.296
H 1.618 -0.287 -4.615 0.327
H 2.970 1.514 -2.128 0.145
H 3.202 1.945 -3.950 0.251
H 3.739 -0.933 -3.333 0.244
H 4.780 0.205 -2.566 0.263
H -0.478 -0.087 1.894 0.002
H -3.700 0.743 2.799 0.176
H -0.775 3.411 0.813 -0.252
H 0.411 2.258 -0.267 0.375
O -1.130 6.135 1.295 -0.423
H -1.658 6.945 1.079 0.472
H -1.648 5.503 1.856 0.466
H -0.264 6.368 1.717 0.466
```

Properties
- HOMO-LUMO gap (eV) = 5.73
- highest occupied orbital energy (eV) = -11.33
- net charge = +1

A molecular structure, C10H26BLiNO2. Source: the Open Molecules 2025 dataset; level of theory: ωB97M-V with the def2-TZVPD basis set.

Geometry as XYZ:
```
41
Properties=species:S:1:pos:R:3:mulliken_charge:R:1
Li -0.456 1.483 0.932 0.555
B -1.425 3.471 1.416 0.102
H -1.797 4.462 0.922 -0.251
H -1.139 3.636 2.538 -0.284
H -2.320 2.729 1.339 -0.183
H -0.534 3.101 0.790 -0.373
C -1.210 -2.699 -0.526 -2.088
C -0.346 -1.637 0.138 1.524
C 1.170 -1.978 -0.031 -1.123
C 1.684 -1.668 -1.423 -0.552
C 1.428 -0.200 -1.680 -1.253
C -0.088 0.121 -1.659 1.622
N -0.558 -0.259 -0.328 1.376
O -1.841 0.270 -0.082 -0.859
C -0.776 -0.594 -2.829 -1.835
C -0.129 1.635 -1.930 -2.171
C -0.613 -1.691 1.635 -1.915
H -1.010 -2.939 -1.577 0.389
H -2.282 -2.491 -0.501 0.366
H -1.078 -3.696 -0.083 0.455
H 1.351 -3.035 0.193 0.390
H 1.701 -1.375 0.709 0.254
H 1.249 -2.327 -2.182 0.287
H 2.751 -1.914 -1.512 0.384
H 1.821 0.095 -2.661 0.393
H 1.980 0.368 -0.929 0.194
H -1.193 0.034 -3.626 0.432
H -1.612 -1.221 -2.521 0.350
H -0.115 -1.223 -3.442 0.330
H -1.060 2.097 -1.594 0.455
H 0.084 1.772 -2.989 0.532
H 0.629 2.211 -1.384 0.362
H -1.608 -1.297 1.862 0.429
H 0.084 -1.075 2.206 0.169
H -0.609 -2.729 1.971 0.441
C 1.164 1.339 3.447 -0.691
O 1.205 1.642 2.063 -0.283
H 0.185 0.893 3.613 0.257
H 1.875 0.581 3.802 0.340
H 1.331 2.216 4.074 0.302
H 2.106 1.889 1.838 0.168
```

Properties
- HOMO-LUMO gap (eV) = 5.48
- highest occupied orbital energy (eV) = -2.83
- energy above the lowest of the compared OMol25 structures with the same formula, charge and spin (eV) = 0.763
- net charge = -1

A molecular structure, C10H26BeCl2FNO6PSi. Source: the Open Molecules 2025 dataset; level of theory: ωB97M-V with the def2-TZVPD basis set.

Geometry as XYZ:
```
49
Properties=species:S:1:pos:R:3:mulliken_charge:R:1
C 3.988 -4.093 0.859 -0.626
C 5.177 -3.170 1.265 -0.406
C 4.698 -1.867 1.881 0.405
O 4.167 -1.879 2.906 -0.432
O 4.934 -0.666 1.267 -0.362
C 4.175 -0.468 0.070 -0.451
C 3.330 0.820 0.230 -0.666
Si 1.482 0.604 0.531 0.010
O 1.049 1.613 1.783 -0.489
Cl 0.481 1.414 -1.168 -0.337
P 0.950 -1.502 0.939 0.764
C -0.127 -1.780 2.369 -0.761
C 0.227 -2.369 -0.524 -1.217
H 3.099 -3.457 0.798 -0.113
H 4.123 -4.532 -0.127 0.293
H 3.767 -4.838 1.619 0.379
H 5.726 -2.947 0.349 0.302
H 5.780 -3.734 1.968 0.376
H 3.616 -1.351 -0.254 0.209
H 4.899 -0.266 -0.725 0.363
H 3.699 1.467 1.027 0.391
H 3.452 1.387 -0.698 0.427
H 1.232 1.147 2.614 0.337
H -0.610 -0.876 2.740 0.385
H -0.841 -2.660 2.064 -0.207
H 0.492 -2.151 3.191 0.388
H 0.060 -1.655 -1.338 0.273
H 0.935 -3.129 -0.850 0.407
H -0.740 -2.852 -0.275 0.387
Cl -2.505 -3.273 1.866 -0.371
Be -0.324 -4.375 1.044 0.632
C -2.329 2.743 -1.163 0.058
O -3.473 2.366 -0.425 -0.276
C -4.497 3.238 -0.511 0.704
O -4.486 4.255 -1.154 -0.545
O -5.490 2.768 0.217 -0.286
C -6.677 3.574 0.236 -0.642
H -1.581 1.959 -1.020 -0.135
H -2.572 2.816 -2.232 -0.002
H -1.922 3.688 -0.806 0.401
H -7.097 3.666 -0.762 0.281
H -6.473 4.553 0.665 0.299
H -7.448 3.043 0.902 0.366
F -8.845 3.164 1.264 -0.546
N -1.500 1.920 -4.528 -0.395
H -2.436 1.585 -4.284 0.399
H -1.166 1.430 -5.361 0.401
H -1.537 2.926 -4.714 0.401
H -0.862 1.743 -3.745 0.226
```

Properties
- HOMO-LUMO gap (eV) = 1.34
- highest occupied orbital energy (eV) = -9.16
- energy above the lowest of the compared OMol25 structures with the same formula, charge and spin (eV) = 1.805
- net charge = +1

| no. | total energy (a.u.) |
| --- | --- |
| 1 | -1857.696378 |
| 2 | -1210.615645 |
| 3 | -2043.105304 |
| 4 | -634.194992 |
| 5 | -2568.148294 |